{
  "formula": "C16H14BBrF2FeN2O2",
  "method": "ωB97M-V/def2-TZVPD",
  "elements": ["Fe", "O", "C", "C", "C", "C", "C", "C", "C", "O", "N", "N", "C", "C", "Br", "C", "C", "C", "C", "C", "C", "C", "H", "H", "H", "H", "H", "H", "H", "H", "H", "H", "H", "H", "H", "H", "F", "B", "F"],
  "positions_angstrom": [[-0.223, 0.669, -2.237], [-3.850, 1.236, 1.973], [-4.530, 0.671, 0.937], [-5.877, 0.395, 1.154], [-6.649, -0.153, 0.148], [-6.088, -0.440, -1.090], [-4.749, -0.174, -1.310], [-3.956, 0.366, -0.306], [-2.517, 0.721, -0.603], [-2.055, 0.289, -1.818], [-1.636, 0.196, 0.475], [-0.359, 0.113, 0.085], [0.536, -0.470, 0.781], [1.907, -0.559, 0.320], [2.115, -0.349, -1.596], [2.975, -0.761, 1.087], [4.368, -0.888, 0.646], [5.350, -0.074, 1.212], [6.666, -0.186, 0.799], [7.024, -1.137, -0.147], [6.057, -1.969, -0.692], [4.733, -1.838, -0.309], [-2.961, 1.500, 1.718], [-6.290, 0.640, 2.123], [-7.698, -0.349, 0.327], [-6.694, -0.865, -1.878], [-4.288, -0.391, -2.265], [-2.437, 1.826, -0.539], [-1.994, -0.565, 1.041], [0.305, -0.919, 1.745], [2.787, -0.819, 2.156], [5.075, 0.659, 1.961], [7.419, 0.466, 1.222], [8.057, -1.232, -0.452], [6.337, -2.726, -1.412], [3.977, -2.498, -0.718], [-0.473, 3.841, -0.595], [0.060, 2.920, -1.333], [-0.424, 2.854, -2.613]],
  "atomic_forces_ev_per_a": [[-1.49, -0.86, 1.82], [0.00, 0.10, 0.16], [-0.20, -0.15, -0.40], [0.17, 0.09, 0.15], [0.05, -0.01, -0.03], [-0.05, -0.04, -0.05], [-0.03, -0.14, 0.01], [0.15, 0.05, 0.09], [-0.04, 0.37, 0.68], [1.47, 0.24, -1.30], [-0.30, 0.33, 0.12], [0.49, -0.07, -0.49], [-0.36, 0.08, 0.02], [0.01, 0.00, 0.00], [0.01, 0.14, -0.23], [-0.02, 0.03, -0.29], [0.30, -0.06, -0.06], [-0.15, -0.01, 0.00], [0.09, 0.01, 0.00], [-0.04, 0.04, 0.01], [0.05, -0.02, -0.06], [-0.11, 0.02, 0.11], [0.07, -0.05, -0.06], [-0.04, -0.02, -0.03], [0.00, -0.01, 0.01], [0.01, 0.01, 0.00], [-0.04, 0.02, 0.01], [0.06, -0.13, -0.03], [-0.02, -0.12, -0.10], [0.03, 0.05, 0.03], [-0.09, 0.03, 0.00], [0.02, -0.01, 0.01], [-0.01, -0.02, 0.02], [0.00, -0.01, 0.00], [-0.02, 0.01, -0.01], [0.06, -0.03, -0.01], [0.49, -0.25, 0.26], [-0.98, 0.64, -0.40], [0.46, -0.25, 0.04]],
  "mulliken_charge": [0.818, -0.651, 0.324, -0.581, -0.409, -0.715, -0.583, 0.571, 0.636, -1.052, -0.030, -0.330, -0.324, 0.107, 0.112, -0.418, 0.366, -0.450, -0.551, -0.442, -0.631, -0.298, 0.333, 0.431, 0.391, 0.406, 0.366, 0.226, 0.322, 0.432, 0.421, 0.424, 0.387, 0.394, 0.395, 0.556, -0.116, 0.377, -0.215],
  "s2": 8.767,
  "total_energy_ha": -4940.12913,
  "multiplicity": 6,
  "total_charge": 1,
  "orbital_gap_ev": [6.861, 5.228],
  "lumo_ev": [-4.056, -5.689]
}

{
  "formula": "C38H24BrN4O2SY",
  "method": "ωB97M-V/def2-TZVPD",
  "elements": ["Y", "C", "C", "N", "C", "C", "C", "C", "C", "C", "C", "N", "C", "C", "C", "C", "C", "C", "C", "C", "N", "C", "H", "H", "H", "H", "H", "H", "H", "H", "H", "H", "H", "H", "S", "C", "C", "C", "C", "C", "C", "N", "C", "C", "C", "C", "C", "C", "C", "H", "H", "H", "H", "H", "H", "H", "H", "Br", "C", "C", "C", "C", "C", "C", "C", "O", "O", "H", "H", "H", "H"],
  "positions_angstrom": [[0.196, 0.053, 0.188], [2.137, -4.378, 0.187], [1.919, -2.994, 0.210], [0.736, -2.452, 0.019], [-0.338, -3.259, -0.196], [-0.206, -4.669, -0.280], [1.081, -5.208, -0.070], [-1.335, -5.465, -0.559], [-2.548, -4.856, -0.746], [-2.701, -3.468, -0.642], [-1.625, -2.635, -0.350], [-1.642, -1.275, -0.303], [-2.781, -0.520, -0.183], [-3.924, -0.850, 0.526], [-4.998, 0.043, 0.642], [-4.982, 1.272, 0.040], [-3.837, 1.667, -0.683], [-3.726, 2.914, -1.332], [-2.568, 3.246, -1.978], [-1.494, 2.344, -1.945], [-1.557, 1.167, -1.364], [-2.724, 0.794, -0.765], [3.129, -4.769, 0.364], [2.741, -2.308, 0.386], [1.217, -6.282, -0.116], [-1.224, -6.539, -0.631], [-3.418, -5.459, -0.979], [-3.675, -3.032, -0.815], [-3.976, -1.807, 1.027], [-5.861, -0.251, 1.228], [-5.824, 1.948, 0.119], [-4.566, 3.597, -1.295], [-2.456, 4.195, -2.483], [-0.546, 2.608, -2.400], [2.181, 0.630, 4.350], [0.694, -0.164, 4.773], [0.018, -0.181, 5.987], [-1.190, -0.848, 6.045], [-1.712, -1.498, 4.922], [-1.042, -1.481, 3.717], [0.166, -0.791, 3.636], [0.941, -0.657, 2.499], [2.016, 0.040, 2.713], [2.989, 0.347, 1.660], [4.330, 0.519, 2.007], [5.265, 0.793, 1.026], [4.843, 0.902, -0.291], [3.503, 0.729, -0.618], [2.506, 0.448, 0.328], [0.425, 0.315, 6.859], [-1.748, -0.861, 6.973], [-2.661, -2.014, 5.003], [-1.431, -1.969, 2.831], [4.634, 0.414, 3.043], [6.308, 0.915, 1.287], [5.566, 1.122, -1.068], [3.231, 0.823, -1.666], [-5.490, 5.944, 3.393], [-4.134, 4.736, 2.840], [-3.146, 5.185, 1.978], [-2.154, 4.305, 1.577], [-2.168, 2.990, 2.023], [-3.167, 2.557, 2.889], [-4.153, 3.432, 3.309], [-1.148, 2.009, 1.543], [-0.175, 2.388, 0.838], [-1.317, 0.790, 1.825], [-3.161, 6.208, 1.628], [-1.364, 4.624, 0.911], [-3.162, 1.523, 3.209], [-4.932, 3.106, 3.985]],
  "atomic_forces_ev_per_a": [[-1.51, 0.02, 0.53], [-0.05, -0.19, -0.01], [0.00, 0.16, -0.04], [0.01, 0.28, -0.07], [-0.10, -0.34, -0.04], [0.08, 0.29, 0.07], [0.07, 0.09, 0.00], [-0.20, -0.09, -0.05], [0.16, -0.23, 0.04], [0.10, 0.23, 0.12], [-0.25, -0.20, -0.26], [0.34, -0.07, 0.10], [-0.32, -0.10, -0.06], [0.22, -0.09, -0.14], [-0.14, 0.20, -0.03], [-0.13, -0.12, 0.08], [0.24, -0.10, -0.10], [0.06, -0.02, 0.02], [-0.14, 0.09, -0.01], [0.08, -0.16, 0.01], [0.15, 0.10, -0.02], [-0.31, -0.08, -0.06], [0.01, 0.03, -0.02], [-0.02, 0.01, 0.00], [-0.01, 0.00, 0.01], [-0.01, 0.01, 0.02], [0.00, 0.01, -0.01], [0.01, -0.01, -0.01], [0.00, 0.01, -0.01], [0.00, -0.02, -0.02], [0.02, 0.02, 0.00], [0.02, 0.03, -0.02], [0.01, -0.01, 0.00], [0.00, 0.04, 0.02], [0.01, -0.18, -0.12], [-0.03, 0.04, -0.26], [-0.03, -0.04, 0.05], [0.02, 0.06, 0.09], [-0.02, -0.03, -0.08], [0.06, 0.00, -0.07], [0.07, -0.07, 0.38], [0.01, 0.26, -0.37], [-0.04, -0.02, 0.46], [0.15, 0.19, -0.38], [-0.14, 0.01, 0.08], [-0.01, -0.01, 0.04], [0.08, 0.05, -0.09], [-0.11, 0.02, 0.04], [1.29, -0.21, 0.14], [-0.02, 0.01, 0.00], [0.04, -0.02, 0.01], [0.02, -0.01, -0.01], [-0.06, 0.02, 0.02], [0.06, 0.02, -0.02], [0.00, 0.01, -0.02], [-0.01, -0.02, 0.00], [0.02, 0.00, -0.01], [0.03, -0.05, -0.01], [-0.02, 0.04, 0.01], [-0.04, 0.05, 0.00], [0.06, -0.02, 0.00], [-0.01, -0.04, 0.08], [0.06, 0.01, -0.10], [-0.04, -0.01, 0.04], [0.06, 0.22, 0.19], [0.12, -0.11, -0.09], [0.03, 0.01, -0.05], [0.03, -0.01, 0.01], [-0.01, -0.01, -0.01], [-0.01, 0.01, 0.02], [0.00, 0.02, -0.01]],
  "mulliken_charge": [-0.877, -1.037, 0.007, 0.051, 0.223, 0.979, -0.643, -0.979, -0.877, -0.858, 0.246, 0.323, 0.043, -0.184, -1.195, -0.797, 1.321, -0.617, -0.760, -0.342, -0.836, 0.737, 0.413, 0.424, 0.425, 0.382, 0.390, 0.570, 0.583, 0.373, 0.448, 0.468, 0.409, 0.423, -0.302, 0.632, -0.633, -0.552, -0.653, -0.181, -0.449, -0.127, 0.756, 0.631, -0.964, -0.705, -0.638, 0.092, 0.525, 0.424, 0.388, 0.424, 0.299, 0.412, 0.391, 0.411, 0.387, -0.198, 0.108, -0.680, -0.150, -0.065, -0.101, -0.694, 1.058, -0.866, -0.094, 0.454, 0.495, 0.487, 0.444],
  "total_energy_ha": -4842.74787,
  "multiplicity": 1,
  "total_charge": 0,
  "orbital_gap_ev": 6.867,
  "lumo_ev": 0.001
}

{
  "formula": "C4H6O2Si",
  "method": "ωB97M-V/def2-TZVPD",
  "elements": ["C", "C", "C", "C", "O", "O", "Si", "H", "H", "H", "H", "H", "H"],
  "positions_angstrom": [[0.431, 0.933, -0.713], [0.044, 1.061, 1.682], [1.147, -0.383, -0.810], [-0.035, -1.271, -0.359], [0.968, 1.026, 2.348], [-2.469, 0.308, 0.658], [-0.880, 0.359, 0.280], [0.735, 1.702, -1.405], [1.581, -0.523, -1.735], [2.107, -0.383, -0.117], [-0.558, -1.691, -1.205], [0.039, -2.117, 0.429], [-3.111, 0.980, 0.948]],
  "atomic_forces_ev_per_a": [[0.11, 1.09, -0.82], [0.53, -0.28, 0.81], [0.64, 0.59, 3.26], [-0.28, -1.27, 2.91], [0.73, 0.51, 0.69], [-0.57, 0.35, -0.01], [-0.95, -1.43, -2.41], [0.06, 0.66, 0.49], [0.49, -0.84, -2.35], [-1.86, -0.27, -0.70], [-0.35, 0.13, -0.22], [0.56, 1.16, -1.37], [0.88, -0.40, -0.28]],
  "mulliken_charge": [-0.505, 0.384, -0.628, -0.583, -0.257, -0.583, 0.311, 0.488, 0.370, 0.123, 0.275, 0.282, 0.324],
  "total_energy_ha": -595.88535,
  "multiplicity": 1,
  "total_charge": 0,
  "orbital_gap_ev": [6.610, 6.609],
  "lumo_ev": [-0.423, -0.423]
}